DFT (ωB97M-V with the def2-TZVPD basis set) results for a 2-piece molecular cluster, C5H7FN3 overall at a distorted geometry.

Geometry as XYZ:
```
16
Properties=species:S:1:pos:R:3:lowdin_charge:R:1
C 0.2901 0.3093 -0.8826 -0.4086
H -0.9551 1.6463 0.2285 0.1433
F 1.1477 -2.5564 0.1277 -0.7901
C -0.6664 0.5822 0.3001 -0.3105
N -0.1611 -0.6658 -1.8045 0.0243
H -0.5432 -1.5695 -1.3612 0.1074
H 0.5615 -0.8781 -2.4829 0.0799
C 1.7000 0.5423 -0.4618 -0.2189
N 2.7035 0.9416 -0.0237 0.1279
C -0.0381 0.3402 1.6767 -0.0715
H 0.4945 -0.6268 1.7158 0.0835
H 0.7096 1.1219 1.8690 0.0694
H -0.8052 0.3990 2.4620 0.0791
C -1.9058 -0.1762 0.1088 -0.2181
N -2.9243 -0.7172 0.0356 0.1443
H 0.3926 1.3074 -1.5077 0.1587
```

F_max (eV/A): 3.65
HOMO level (eV): -4.171
Net charge: -1
E_LUMO (eV): 3.506
Gap between HOMO and LUMO (eV): 7.68
Spin multiplicity: 1
Molecular weight (g/mol): 128.13